[1]
Here is a molecular structure, C56H44GeN2O9PSTeTi from OMol25. Energies are from ωB97M-V/def2-TZVPD.

Each line ends with the Mulliken charge.
Cartesian coordinates (Å):
Ti  -0.56  0.40  -0.36  -0.46
O  -4.08  -1.79  -2.02  -0.68
C  -3.12  -0.97  -1.49  -0.15
O  -1.94  -1.06  -1.89  0.11
C  -3.45  -0.12  -0.39  0.03
C  -4.61  -0.11  0.36  -1.09
C  -4.65  0.76  1.49  -0.78
C  -3.52  1.32  1.98  -1.43
C  -2.22  0.87  1.37  0.48
N  -2.39  0.68  -0.06  0.44
C  -1.72  -0.52  1.84  -0.35
O  -2.00  -1.05  2.90  -0.82
O  -0.94  -1.03  0.93  0.41
H  -3.63  -2.35  -2.66  0.35
H  -5.47  -0.70  0.07  0.48
H  -5.61  0.98  1.94  0.38
H  -3.51  1.99  2.83  0.44
O  -2.17  1.20  -3.28  -0.73
S  -0.75  1.42  -3.26  2.10
O  -0.32  2.66  -3.90  -0.83
O  -0.14  1.33  -1.90  0.05
C  -0.01  0.13  -4.28  -0.06
C  -0.09  0.36  -5.64  -0.65
C  0.44  -0.54  -6.55  -0.93
C  1.09  -1.68  -6.07  -0.76
C  1.16  -1.91  -4.72  -0.16
C  0.58  -1.03  -3.79  -1.29
P  0.65  -1.50  -2.00  1.75
C  0.32  -3.27  -2.40  0.54
C  -0.80  -3.50  -3.21  -0.08
C  -1.14  -4.78  -3.61  -1.05
C  -0.38  -5.87  -3.21  -0.70
C  0.69  -5.66  -2.36  -1.11
C  1.02  -4.38  -1.95  -0.20
C  2.48  -1.26  -1.93  1.37
C  3.41  -2.06  -1.28  -0.58
C  4.74  -1.68  -1.19  -1.32
C  5.16  -0.49  -1.73  -0.67
C  4.24  0.34  -2.35  -0.77
C  2.91  -0.03  -2.44  -0.36
H  -0.57  1.27  -5.97  0.54
H  0.36  -0.37  -7.62  0.39
H  1.54  -2.39  -6.76  0.42
H  1.66  -2.80  -4.36  0.44
H  -1.39  -2.66  -3.54  0.66
H  -2.00  -4.92  -4.25  0.42
H  -0.62  -6.87  -3.56  0.38
H  1.29  -6.50  -2.02  0.47
H  1.85  -4.28  -1.27  0.61
H  3.12  -2.99  -0.82  0.44
H  5.43  -2.32  -0.66  0.44
H  6.20  -0.19  -1.66  0.35
H  4.55  1.30  -2.75  0.42
H  2.19  0.65  -2.88  0.15
O  3.13  0.33  1.09  -0.57
N  1.90  0.32  1.20  0.40
O  1.22  0.38  0.06  0.23
Te  1.07  -2.49  1.21  0.60
C  0.17  -3.33  2.99  -0.01
C  0.50  -2.79  4.22  -0.21
C  0.00  -3.34  5.39  -0.65
C  -0.84  -4.43  5.34  -0.39
C  -1.20  -4.96  4.11  -0.70
C  -0.69  -4.41  2.94  -0.07
C  2.64  -4.03  1.44  -0.19
C  3.95  -3.63  1.67  -0.37
C  5.00  -4.53  1.66  -0.46
C  4.76  -5.87  1.41  -0.55
C  3.46  -6.30  1.19  -0.61
C  2.41  -5.38  1.21  -0.25
H  1.16  -1.94  4.26  0.35
H  0.26  -2.90  6.35  0.39
H  -1.23  -4.87  6.25  0.35
H  -1.87  -5.81  4.06  0.37
H  -0.98  -4.82  1.99  0.42
H  4.14  -2.58  1.84  0.43
H  6.01  -4.19  1.83  0.44
H  5.57  -6.59  1.39  0.36
H  3.26  -7.34  0.98  0.41
H  1.40  -5.72  1.02  0.39
C  -0.92  1.66  1.37  0.88
Ge  -1.08  3.59  1.26  1.73
C  0.75  4.37  1.18  0.06
C  1.20  5.35  2.06  -0.60
C  2.45  5.92  1.91  -0.64
C  3.26  5.52  0.87  -0.54
C  2.84  4.54  -0.01  -0.85
C  1.59  3.96  0.15  -0.14
C  -1.92  4.31  2.97  -0.25
C  -1.42  3.86  4.19  -0.52
C  -2.06  4.15  5.38  -0.74
C  -3.21  4.91  5.37  -0.42
C  -3.72  5.37  4.17  -0.71
C  -3.09  5.06  2.98  -0.28
C  -2.05  4.44  -0.25  -0.10
C  -2.28  5.81  -0.32  -0.22
C  -2.97  6.36  -1.39  -0.70
C  -3.41  5.55  -2.42  -0.69
C  -3.15  4.19  -2.38  -0.96
C  -2.49  3.64  -1.30  0.27
H  -0.27  1.41  2.22  0.73
H  0.55  5.67  2.87  0.28
H  2.78  6.68  2.60  0.39
H  4.24  5.98  0.74  0.34
H  3.47  4.22  -0.82  0.43
H  1.25  3.18  -0.53  0.30
H  -0.51  3.27  4.19  0.36
H  -1.66  3.79  6.32  0.37
H  -3.72  5.13  6.30  0.36
H  -4.63  5.96  4.16  0.38
H  -3.50  5.40  2.04  0.41
H  -1.92  6.45  0.48  0.44
H  -3.16  7.43  -1.42  0.37
H  -3.94  5.98  -3.26  0.36
H  -3.46  3.54  -3.19  0.48
H  -2.31  2.58  -1.26  0.25

Its expectation value of S² is 0.869. For the total energy, the calculation gives -6881.02041 Eh. For the LUMO energy (alpha / beta), the calculation gives 3.8909 / 3.8902 eV. The value obtained for the energy above the lowest of the compared OMol25 structures with the same formula, charge and spin is 42.25 kcal per mole. Its net charge is -2. As for the multiplicity: 2. The HOMO energy (alpha / beta) is -0.1 / -2.1 eV.

***

[2]
Here is a molecular structure, C56H44N5O3S2Ti from OMol25. Energies are from ωB97M-V/def2-TZVPD.

Each line ends with the Mulliken charge.
Cartesian coordinates (Å):
Ti  1.34  -0.81  0.02  -1.19
O  0.91  -4.83  -0.51  -0.74
C  0.82  -3.64  -0.25  -0.12
N  1.59  -2.63  -0.73  1.07
C  2.72  -2.88  -1.61  -1.20
C  3.69  -1.71  -1.52  0.60
C  4.97  -1.79  -2.05  -0.99
C  5.82  -0.71  -1.92  -0.36
C  5.38  0.43  -1.26  -1.01
C  4.09  0.45  -0.78  -0.32
N  3.26  -0.59  -0.91  0.59
C  -0.24  -3.14  0.73  0.64
C  -1.08  -4.01  1.37  -0.72
C  -2.01  -3.51  2.27  -0.81
C  -2.07  -2.14  2.49  -0.94
C  -1.19  -1.32  1.79  -0.55
N  -0.30  -1.81  0.93  1.16
H  2.39  -2.98  -2.65  0.46
H  3.21  -3.82  -1.36  0.50
H  5.28  -2.69  -2.56  0.53
H  6.83  -0.76  -2.32  0.42
H  6.02  1.29  -1.12  0.47
H  3.69  1.32  -0.27  0.48
H  -0.98  -5.07  1.16  0.70
H  -2.69  -4.17  2.79  0.47
H  -2.78  -1.71  3.18  0.53
H  -1.20  -0.25  1.91  0.42
C  1.08  3.34  1.39  -0.25
C  1.34  3.21  2.78  -1.33
C  1.59  1.96  3.29  -0.77
C  1.61  0.84  2.45  0.49
N  1.27  0.95  1.10  1.10
C  1.04  2.23  0.61  -1.32
C  2.09  -0.46  2.87  0.75
C  2.38  -0.79  4.20  -1.23
C  2.90  -2.01  4.50  -0.58
C  3.14  -2.93  3.47  -1.21
C  2.83  -2.56  2.19  0.02
N  2.30  -1.35  1.87  1.05
H  0.93  4.30  0.93  0.48
H  1.35  4.07  3.42  0.45
H  1.82  1.85  4.33  0.40
H  0.82  2.29  -0.45  1.01
H  2.19  -0.07  4.99  0.42
H  3.12  -2.27  5.53  0.44
H  3.56  -3.91  3.66  0.48
H  2.99  -3.24  1.36  0.40
C  -8.50  6.02  -0.27  -1.42
C  -7.36  5.03  -0.29  1.02
C  -6.87  4.54  -1.50  -0.96
C  -5.83  3.63  -1.53  -0.55
C  -5.27  3.20  -0.33  0.22
C  -5.76  3.65  0.88  -0.29
C  -6.79  4.58  0.90  -0.80
S  -3.98  2.00  -0.41  0.54
O  -4.28  1.10  -1.57  -0.54
C  -2.62  3.09  -0.87  1.86
C  -2.38  4.17  0.03  -1.06
C  -1.34  5.01  -0.18  -0.82
C  -0.44  4.78  -1.26  0.81
C  0.69  5.63  -1.47  -0.51
C  1.53  5.41  -2.52  -0.86
C  1.29  4.34  -3.41  -0.86
C  0.21  3.52  -3.24  -0.80
C  -0.68  3.71  -2.15  0.36
C  -1.82  2.87  -1.95  -0.97
C  -2.18  1.95  -3.09  -0.69
C  -2.83  2.54  -4.22  1.31
C  -3.27  3.89  -4.20  -0.88
C  -3.94  4.42  -5.27  -0.90
C  -4.20  3.63  -6.42  -0.71
C  -3.78  2.33  -6.46  -1.06
C  -3.09  1.76  -5.36  0.68
C  -2.68  0.40  -5.38  -1.33
C  -2.08  -0.16  -4.30  -0.57
C  -1.84  0.63  -3.15  0.93
S  -1.26  -0.03  -1.62  1.57
O  0.29  -0.09  -1.70  -0.68
C  -1.81  -1.70  -1.80  0.52
C  -3.04  -2.01  -1.22  -0.81
C  -3.51  -3.31  -1.32  -1.02
C  -2.76  -4.29  -1.97  1.08
C  -3.29  -5.70  -2.06  -1.70
C  -1.54  -3.95  -2.54  -1.27
C  -1.05  -2.65  -2.46  -0.49
H  -8.80  6.30  -1.28  0.34
H  -8.22  6.93  0.26  0.35
H  -9.37  5.60  0.23  0.33
H  -7.31  4.88  -2.43  0.33
H  -5.45  3.24  -2.47  0.54
H  -5.34  3.29  1.81  0.50
H  -7.18  4.94  1.84  0.40
H  -3.04  4.35  0.86  0.42
H  -1.16  5.85  0.48  0.44
H  0.86  6.44  -0.78  0.50
H  2.38  6.07  -2.68  0.41
H  1.95  4.18  -4.25  0.48
H  0.05  2.70  -3.92  0.52
H  -3.08  4.51  -3.34  0.51
H  -4.27  5.45  -5.24  0.48
H  -4.73  4.06  -7.25  0.42
H  -3.98  1.72  -7.33  0.48
H  -2.85  -0.20  -6.27  0.42
H  -1.79  -1.20  -4.34  0.55
H  -3.62  -1.24  -0.73  0.58
H  -4.46  -3.57  -0.88  0.46
H  -4.23  -5.73  -2.62  0.36
H  -3.50  -6.10  -1.07  0.36
H  -2.58  -6.36  -2.55  0.39
H  -0.95  -4.71  -3.03  0.32
H  -0.10  -2.38  -2.88  0.85

Its expectation value of S² is 2.020. For the total energy, the calculation gives -4305.70945 Eh. For the LUMO energy (alpha / beta), the calculation gives -2.2447 / -2.5123 eV. The value obtained for the energy above the lowest of the compared OMol25 structures with the same formula, charge and spin is 17.71 kcal per mole. Its net charge is +1. As for the multiplicity: 3. The HOMO energy (alpha / beta) is -7.7 / -10.4 eV.

***

> The lowest multiplicity belongs to which entry?

C56H44GeN2O9PSTeTi

***

> Among the records above, which one has the highest net charge?

C56H44N5O3S2Ti

***

> What is the multiplicity in the first record?

2